Entry 1
Entry from OMol25: a 2-piece molecular cluster, C3H8NOP overall (ωB97M-V/def2-TZVPD).

Positions of all 14 atoms, in Å:
1 C -0.4224 0.0421 -0.0244
2 C -2.7400 -0.3497 -0.2683
3 C 2.7683 0.6999 -0.1324
4 N -1.4039 -0.8782 -0.0354
5 O -0.2965 1.2435 -0.0886
6 P 2.1021 -1.0106 -0.0395
7 H -3.3304 -0.1528 0.7041
8 H -2.6040 0.6647 -0.7931
9 H -3.3013 -0.9520 -1.0371
10 H 2.3423 1.2550 -0.9929
11 H 3.8979 0.9232 -0.0789
12 H 2.2288 1.0021 0.7746
13 H -1.2317 -1.7128 0.5734
14 H 1.9908 -0.7746 1.4387

The orbital gap (spin up / spin down) is 7.79 / 7.79 eV. The total charge is 0.

---

Entry 2
Entry from OMol25: a 2-piece molecular cluster, C3H8NOP overall (ωB97M-V/def2-TZVPD).

Positions of all 14 atoms, in Å:
1 C -0.5520 0.0038 -0.4946
2 C 0.0694 0.2520 -1.8025
3 C -1.8871 0.6677 -0.3782
4 N 2.1327 -0.7439 2.7529
5 O -0.1021 -0.8041 0.3698
6 P 2.5446 -0.4877 1.2085
7 H 0.3874 -0.7093 -2.2943
8 H 0.9868 0.7752 -1.8852
9 H -0.7090 0.6401 -2.5390
10 H -2.5250 0.1281 -1.0749
11 H -1.8763 1.7466 -0.6570
12 H -2.1652 0.5614 0.6317
13 H 1.1205 -0.4410 2.9192
14 H 2.5753 -1.5889 3.2435

The orbital gap (spin up / spin down) is 6.83 / 6.86 eV. The total charge is 0.

---

Which one sits at the bottom of the stability order? entry 1 does.

---

Entry 1
Entry from OMol25: C21H23N2O2SV as an isolated structure (ωB97M-V/def2-TZVPD).

Positions of all 50 atoms, in Å:
1 V -0.4556 0.0331 0.5815
2 C 2.8441 1.2740 -1.7969
3 C 2.3312 2.4385 -2.3664
4 C 1.0381 2.8491 -2.0752
5 C 0.2688 2.0952 -1.2097
6 N 0.7860 0.9633 -0.6547
7 C 2.0419 0.5569 -0.9446
8 C -1.1214 2.3611 -0.8049
9 C -1.8703 3.4507 -1.2145
10 C -3.1877 3.5781 -0.7802
11 C -3.7691 2.6299 0.0562
12 C -3.0330 1.5306 0.4763
13 C -1.7122 1.4057 0.0527
14 H 3.8477 0.9363 -2.0116
15 H 2.9422 3.0247 -3.0411
16 H 0.6363 3.7468 -2.5223
17 H 2.3829 -0.3565 -0.4712
18 H -1.4525 4.2049 -1.8682
19 H -3.7722 4.4291 -1.1043
20 H -4.7961 2.7476 0.3746
21 H -3.4955 0.7911 1.1202
22 C -2.2918 -3.7198 -0.6588
23 S -1.4676 -2.3451 -1.4279
24 O -1.0482 -1.4959 -0.1074
25 C 0.0223 -2.9938 -2.0399
26 C 0.3263 -2.6091 -3.3481
27 C 1.4533 -3.1435 -3.9531
28 C 2.2545 -4.0323 -3.2498
29 C 1.9468 -4.3988 -1.9377
30 C 0.8225 -3.8890 -1.3218
31 H -1.6416 -4.1993 0.0688
32 H -2.5408 -4.4070 -1.4698
33 H -3.2046 -3.3412 -0.2025
34 H -0.3237 -1.9324 -3.8900
35 H 1.6941 -2.8799 -4.9737
36 H 3.1269 -4.4593 -3.7270
37 H 2.5791 -5.1011 -1.4119
38 H 0.5698 -4.1874 -0.3124
39 C 1.5161 2.0423 3.9096
40 N 0.4962 1.1002 4.3881
41 C 0.3062 1.0393 5.8500
42 C -0.1875 0.3433 3.6131
43 O -0.0446 0.3321 2.3158
44 H 1.3706 2.9900 4.4230
45 H 1.4279 2.1843 2.8384
46 H 2.5011 1.6500 4.1598
47 H -0.0190 2.0169 6.1997
48 H 1.2580 0.7862 6.3128
49 H -0.4374 0.2883 6.1016
50 H -0.9183 -0.3281 4.0552

The orbital gap (spin up / spin down) is 6.74 / 7.36 eV. The spin multiplicity is 2. The total charge is +3.

---

Entry 2
Entry from OMol25: C21H23N2O2SV as an isolated structure (ωB97M-V/def2-TZVPD).

Positions of all 50 atoms, in Å:
1 V -0.5234 1.0756 0.0093
2 C 1.8314 1.0801 3.5652
3 C 2.7346 0.0592 3.2779
4 C 2.6942 -0.5814 2.0465
5 C 1.7636 -0.1773 1.1078
6 N 0.8789 0.8100 1.4079
7 C 0.9057 1.4239 2.6075
8 C 1.5786 -0.7401 -0.2382
9 C 2.4048 -1.6842 -0.8280
10 C 2.1173 -2.1350 -2.1133
11 C 1.0136 -1.6613 -2.8167
12 C 0.1730 -0.7196 -2.2390
13 C 0.4707 -0.2588 -0.9603
14 H 1.8422 1.5926 4.5164
15 H 3.4667 -0.2390 4.0174
16 H 3.3857 -1.3803 1.8213
17 H 0.1693 2.2003 2.7794
18 H 3.2756 -2.0675 -0.3128
19 H 2.7681 -2.8653 -2.5761
20 H 0.8140 -2.0239 -3.8162
21 H -0.6858 -0.3554 -2.7925
22 C -4.2749 -0.8298 0.9520
23 S -2.6116 -1.0292 1.5626
24 O -1.8655 0.1016 0.6772
25 C -2.0819 -2.5656 0.9556
26 C -1.4270 -3.3584 1.9026
27 C -1.0411 -4.6408 1.5480
28 C -1.2971 -5.1040 0.2650
29 C -1.9361 -4.2975 -0.6796
30 C -2.3397 -3.0238 -0.3409
31 H -4.3139 -0.9852 -0.1228
32 H -4.6030 0.1697 1.2319
33 H -4.8805 -1.5747 1.4711
34 H -1.2560 -2.9887 2.9067
35 H -0.5592 -5.2810 2.2738
36 H -1.0081 -6.1107 -0.0071
37 H -2.1341 -4.6830 -1.6703
38 H -2.8519 -2.4029 -1.0648
39 C 1.6142 4.7192 -0.7187
40 N 0.5128 4.6480 -1.6934
41 C 0.3287 5.7313 -2.6961
42 C -0.2943 3.6511 -1.6948
43 O -0.1886 2.6639 -0.8560
44 H 2.1815 5.6244 -0.9015
45 H 2.2642 3.8538 -0.8362
46 H 1.2065 4.7473 0.2905
47 H 1.0209 6.5319 -2.4618
48 H -0.6887 6.1100 -2.6404
49 H 0.5446 5.3472 -3.6902
50 H -1.0992 3.6235 -2.4259

The orbital gap (spin up / spin down) is 6.70 / 7.25 eV. The spin multiplicity is 2. The total charge is +3.

---

Which one sits at the bottom of the stability order? entry 2 does.

---

Entry 1
Entry from OMol25: a 2-piece molecular cluster, C8H11NO3 overall (ωB97M-V/def2-TZVPD).

Positions of all 23 atoms, in Å:
1 C -1.9486 1.4986 -0.4458
2 O -0.6580 1.1837 0.2681
3 C -0.4069 -0.0929 0.5750
4 C -1.1742 -1.2201 -0.1243
5 C 0.7351 -0.3560 1.2243
6 C 1.0328 -1.6484 1.9279
7 O 0.5032 -2.7152 1.7777
8 C 2.1665 -1.3857 2.8512
9 C 2.4081 -0.0627 2.8179
10 C 1.5692 0.7128 1.8608
11 O 1.6556 1.8746 1.6248
12 H -2.6185 0.6549 -0.4853
13 H -2.5382 2.2231 0.2090
14 H -1.8283 2.0366 -1.3584
15 H -1.1687 -1.2385 -1.2145
16 H -2.2074 -1.4049 0.2290
17 H -0.6314 -2.1718 0.1364
18 H 2.4808 -2.0124 3.7357
19 H 3.3020 0.4306 3.4040
20 N 0.1023 0.9479 -4.7925
21 H -0.3272 1.6413 -4.1041
22 H -0.3401 1.0724 -5.7234
23 H -0.1081 0.0322 -4.3936

The orbital gap is 9.10 eV. The total charge is 0. Its SMILES is COC(C)=C1C(=O)C=CC1=O.N.

---

Entry 2
Entry from OMol25: a single C8H11NO3 molecule (ωB97M-V/def2-TZVPD).

Positions of all 23 atoms, in Å:
1 C -1.3188 -0.0565 0.1695
2 C -0.4953 -1.0894 -0.0286
3 C 0.1478 1.8749 -0.0206
4 C -1.0418 1.3637 0.1394
5 C 1.0453 -1.0046 -0.3293
6 C 1.7866 0.0839 0.4591
7 C -2.3092 2.3205 0.0403
8 C 1.6986 -2.4127 -0.4813
9 N 2.6977 0.8593 -0.2548
10 O 2.7162 0.8975 -1.4731
11 O 3.3940 1.5911 0.4739
12 O 2.0347 0.0119 1.7150
13 H -2.4020 -0.4567 0.3146
14 H -1.0370 -1.9657 -0.0112
15 H 0.8522 2.5652 -0.3958
16 H 0.9097 -0.4760 -1.3730
17 H -2.8388 1.9744 0.9286
18 H -2.8220 1.9924 -0.9708
19 H -1.9063 3.2373 0.1951
20 H 1.3956 -3.0326 0.3884
21 H 2.7311 -2.3789 -0.6429
22 H 1.3967 -2.9718 -1.3438
23 H 2.6695 0.7059 1.7274

The orbital gap (spin up / spin down) is 7.44 / 7.87 eV. The total charge is 0.

---

Which one sits at the bottom of the stability order? entry 2 does.

---

Entry 1
Entry from OMol25: C39H23F15GeMnN4OS as an isolated structure (ωB97M-V/def2-TZVPD).

Positions of all 85 atoms, in Å:
1 Mn -0.4699 -0.0758 1.9298
2 C -3.2041 -1.3989 0.6129
3 C -2.1532 -2.2766 -0.0593
4 C -1.3511 -3.0470 0.9514
5 C -1.0666 -4.3934 0.7671
6 C -0.3947 -5.0887 1.7551
7 C -0.0455 -4.4221 2.9201
8 C -0.3470 -3.0788 3.0168
9 N -0.9678 -2.3867 2.0543
10 N -2.6875 -0.0758 1.0092
11 C -2.5994 0.8090 -0.1535
12 C -1.8051 2.0489 0.1576
13 C -1.7975 3.1225 -0.7221
14 C -1.0277 4.2302 -0.4212
15 C -0.3167 4.2478 0.7717
16 C -0.3903 3.1417 1.5927
17 N -1.1047 2.0500 1.2944
18 C -3.5685 0.5181 2.0231
19 C -3.2268 0.0632 3.4159
20 C -4.2134 -0.2035 4.3529
21 C -3.8479 -0.5421 5.6444
22 C -2.5013 -0.6047 5.9644
23 C -1.5811 -0.3351 4.9685
24 N -1.9257 -0.0098 3.7198
25 H -4.0729 -1.2657 -0.0441
26 H -3.5602 -1.8958 1.5179
27 H -2.6434 -2.9753 -0.7379
28 H -1.4710 -1.6683 -0.6630
29 H -1.3868 -4.8853 -0.1416
30 H -0.1603 -6.1373 1.6271
31 H 0.4582 -4.9256 3.7330
32 H -0.0732 -2.5273 3.9064
33 H -2.0992 0.2788 -0.9602
34 H -3.5987 1.0940 -0.5112
35 H -2.3812 3.0737 -1.6331
36 H -0.9913 5.0746 -1.0978
37 H 0.2834 5.0996 1.0596
38 H 0.1484 3.1215 2.5301
39 H -3.4533 1.6023 1.9993
40 H -4.6197 0.3029 1.8015
41 H -5.2549 -0.1443 4.0657
42 H -4.6025 -0.7562 6.3896
43 H -2.1661 -0.8634 6.9587
44 H -0.5194 -0.3873 5.1830
45 F 3.0859 -2.2578 -3.7760
46 C 1.7546 -2.3152 -3.8452
47 C 0.9618 -1.3717 -3.2073
48 C -0.4031 -1.5761 -3.3131
49 F -1.2565 -0.7556 -2.6729
50 C -0.9701 -2.6195 -4.0180
51 F -2.2928 -2.7658 -4.0648
52 C -0.1443 -3.5272 -4.6600
53 F -0.6621 -4.5383 -5.3332
54 C 1.2285 -3.3740 -4.5701
55 F 2.0320 -4.2489 -5.1628
56 Ge 1.6576 0.0760 -2.0639
57 S 0.7578 -0.0453 -0.1188
58 C 1.2875 1.8906 -2.7303
59 C 0.3241 2.2355 -3.6588
60 F -0.3978 1.2880 -4.2673
61 C 0.0650 3.5464 -4.0237
62 F -0.8774 3.8268 -4.9180
63 C 0.7950 4.5696 -3.4411
64 F 0.5538 5.8303 -3.7643
65 C 1.7708 4.2627 -2.5053
66 F 2.4607 5.2378 -1.9185
67 C 1.9928 2.9389 -2.1700
68 F 2.9016 2.6934 -1.2149
69 C 3.6173 0.0171 -2.0276
70 C 4.4157 -0.1887 -0.9171
71 F 3.8841 -0.4334 0.2835
72 C 5.7996 -0.1468 -0.9889
73 F 6.5356 -0.3494 0.1007
74 C 6.4177 0.1138 -2.1997
75 F 7.7360 0.1576 -2.2754
76 C 5.6477 0.3293 -3.3332
77 F 6.2301 0.5778 -4.4991
78 C 4.2729 0.2770 -3.2185
79 F 3.5391 0.4833 -4.3259
80 C 1.7852 1.5174 3.9101
81 C 1.0235 0.4910 3.1556
82 O 1.2698 -0.6695 3.0121
83 H 2.4160 1.0385 4.6577
84 H 1.1221 2.2530 4.3591
85 H 2.4194 2.0236 3.1760

The orbital gap (spin up / spin down) is 7.01 / 7.96 eV. The spin multiplicity is 5. The total charge is +1.

---

Entry 2
Entry from OMol25: C39H23F15GeMnN4OS as an isolated structure (ωB97M-V/def2-TZVPD).

Positions of all 85 atoms, in Å:
1 Mn -0.4870 -1.7213 -0.9707
2 C -3.5255 -2.4610 -1.6255
3 C -3.4080 -0.9472 -1.8740
4 C -3.2538 -0.2333 -0.5598
5 C -4.0711 0.8196 -0.1869
6 C -3.9275 1.3665 1.0795
7 C -2.9990 0.8122 1.9435
8 C -2.2196 -0.2336 1.4884
9 N -2.3129 -0.7369 0.2543
10 N -2.2333 -3.1477 -1.8400
11 C -2.1397 -4.4111 -1.0946
12 C -1.4460 -4.3166 0.2494
13 C -1.6893 -5.2783 1.2166
14 C -0.9957 -5.2295 2.4130
15 C -0.0792 -4.2086 2.6163
16 C 0.1064 -3.2859 1.6081
17 N -0.5568 -3.3412 0.4432
18 C -2.0343 -3.3733 -3.2713
19 C -0.5811 -3.5551 -3.6318
20 C -0.2283 -3.9826 -4.9040
21 C 1.1085 -4.1404 -5.2111
22 C 2.0493 -3.9091 -4.2181
23 C 1.6075 -3.4968 -2.9783
24 N 0.3152 -3.2942 -2.6831
25 H -4.2975 -2.8983 -2.2678
26 H -3.8206 -2.6331 -0.5919
27 H -4.2695 -0.5609 -2.4151
28 H -2.5271 -0.7445 -2.4925
29 H -4.8134 1.1980 -0.8777
30 H -4.5474 2.1971 1.3937
31 H -2.8764 1.1778 2.9546
32 H -1.4900 -0.6943 2.1405
33 H -1.5684 -5.1242 -1.6926
34 H -3.1335 -4.8451 -0.9514
35 H -2.4178 -6.0573 1.0290
36 H -1.1697 -5.9760 3.1777
37 H 0.4836 -4.1259 3.5357
38 H 0.8064 -2.4668 1.7229
39 H -2.4335 -2.5190 -3.8217
40 H -2.5973 -4.2520 -3.6088
41 H -0.9998 -4.1826 -5.6372
42 H 1.4133 -4.4490 -6.2028
43 H 3.1069 -4.0409 -4.3986
44 H 2.3137 -3.3405 -2.1774
45 F 3.4757 2.0189 -0.9473
46 C 4.0836 2.4048 0.1902
47 C 3.3070 2.7495 1.2816
48 C 3.9711 3.1823 2.4154
49 F 3.2947 3.5958 3.4918
50 C 5.3513 3.2305 2.4735
51 F 5.9713 3.6414 3.5748
52 C 6.0946 2.8507 1.3706
53 F 7.4184 2.8877 1.4216
54 C 5.4615 2.4403 0.2109
55 F 6.1779 2.0890 -0.8534
56 Ge 1.3777 2.4962 1.0918
57 S 0.8429 0.3446 0.9276
58 C 0.7839 3.7861 -0.2424
59 C -0.1850 3.5141 -1.1929
60 F -0.7247 2.2987 -1.2758
61 C -0.6475 4.4823 -2.0612
62 F -1.5830 4.1994 -2.9662
63 C -0.1389 5.7650 -1.9757
64 F -0.5804 6.7057 -2.7985
65 C 0.8184 6.0748 -1.0266
66 F 1.2875 7.3151 -0.9396
67 C 1.2606 5.0850 -0.1735
68 F 2.1614 5.4195 0.7590
69 C 0.4345 2.8313 2.7846
70 C 0.8221 2.1221 3.9121
71 F 1.8774 1.2993 3.8516
72 C 0.1586 2.2181 5.1175
73 F 0.5681 1.5373 6.1840
74 C -0.9606 3.0272 5.2034
75 F -1.6228 3.1214 6.3481
76 C -1.4001 3.7218 4.0927
77 F -2.5040 4.4626 4.1710
78 C -0.6968 3.6223 2.9060
79 F -1.1729 4.3121 1.8624
80 C 2.6131 -0.8232 -0.9281
81 C 1.1556 -0.4609 -0.7037
82 O 0.3366 -0.1841 -1.6885
83 H 2.9552 -0.4071 -1.8774
84 H 2.7632 -1.9020 -0.9475
85 H 3.2323 -0.4334 -0.1259

The orbital gap (spin up / spin down) is 8.98 / 7.71 eV. The spin multiplicity is 5. The total charge is +1.

---

Which one sits at the bottom of the stability order? entry 1 does.

---

Entry 1
Entry from OMol25: C3H8Cl2N as an isolated structure (ωB97M-V/def2-TZVPD).

Positions of all 14 atoms, in Å:
1 C 0.8859 -0.5555 -0.7205
2 C -0.1408 0.4736 -0.2561
3 C -1.9933 -0.1781 -0.6805
4 N -0.3042 0.5127 1.2823
5 Cl -2.2127 -1.6407 0.3510
6 Cl -2.8373 1.1927 -0.1411
7 H 1.0786 -0.3820 -1.7334
8 H 0.8019 -1.6251 -0.5839
9 H 1.6942 -0.3355 -0.1108
10 H -0.1451 1.4862 -0.6497
11 H -2.0486 -0.4329 -1.7431
12 H 0.5057 0.5583 1.8342
13 H -0.7866 -0.3314 1.7140
14 H -0.9915 1.2614 1.1943

The orbital gap is 11.15 eV. The total charge is +1.

---

Entry 2
Entry from OMol25: a 2-piece molecular cluster, C3H8Cl2N overall (ωB97M-V/def2-TZVPD).

Positions of all 14 atoms, in Å:
1 C -0.9764 0.5507 -0.1885
2 C 1.1685 -1.2951 -0.3854
3 C -0.7369 -0.8190 0.3787
4 N -0.0281 1.4903 0.2830
5 Cl 1.9393 -0.0430 -1.1547
6 Cl -0.5304 -1.0225 2.0916
7 H -1.9315 0.8874 0.1375
8 H -0.9753 0.4421 -1.2261
9 H 1.6924 -1.7854 0.4567
10 H 0.8329 -2.0665 -1.1308
11 H -1.3290 -1.6247 -0.0108
12 H 0.9081 1.0331 -0.0785
13 H -0.1221 1.9009 1.1402
14 H 0.0885 2.3518 -0.3127

The orbital gap is 10.08 eV. The total charge is +1.

---

Which one sits at the bottom of the stability order? entry 2 does.